{"formula": "C3H7NO", "method": "ωB97M-V/def2-TZVPD", "symbols": ["C", "C", "C", "N", "O", "H", "H", "H", "H", "H", "H", "H"], "xyz": [[-2.540, 0.777, 0.015], [-2.431, -0.380, -0.057], [2.024, -0.114, -0.048], [0.535, -0.033, 0.088], [0.023, -1.219, 0.034], [-2.265, 1.771, 0.056], [0.176, 0.544, -0.657], [-2.741, -1.353, -0.181], [2.322, -0.535, 0.803], [2.078, -0.759, -0.820], [2.475, 0.898, -0.178], [0.344, 0.403, 0.945]], "forces_ev_per_a": [[0.5, 3.5, 0.2], [-0.7, -3.0, -0.3], [-1.8, 4.3, -0.7], [1.8, 0.6, -1.1], [-1.1, -2.8, 0.0], [-0.1, 1.5, 0.1], [-0.4, 0.8, -0.5], [0.2, -1.7, -0.1], [1.5, -1.8, 3.3], [1.0, -1.9, -2.8], [-0.2, -0.8, -0.2], [-0.7, 1.3, 1.8]], "de_lowest_ev": 6.438, "total_energy_ha": -248.28989, "homo_energy_ev": -8.48, "smiles": "C[NH2+][O-].C#C"}